DFT (wB97M-V/def2-TZVPD) results for C48H116As2F12N4O4P as an isolated structure at a distorted geometry.

Each line ends with the Mulliken charge.
Atoms and positions in Å:
C1 0.065 -2.427 -3.955  -1.77
C2 -0.905 -1.479 -3.371  2.02
C3 -0.916 -0.184 -4.284  -1.67
C4 -1.397 1.024 -3.424  0.45
P1 -1.507 2.552 -4.456  1.15
C5 -2.568 2.236 -5.785  -0.79
C6 -2.795 3.287 -6.830  -1.34
C7 -3.708 3.006 -8.008  -0.37
C8 -3.482 4.125 -9.138  -1.28
C9 0.222 2.909 -5.136  -1.32
C10 1.318 2.834 -4.061  1.05
C11 2.670 3.058 -4.706  -1.21
C12 2.994 4.481 -5.283  -1.43
C13 -2.117 3.894 -3.490  -1.23
C14 -1.796 3.911 -1.956  0.50
C15 -1.621 5.304 -1.401  -1.01
C16 -0.404 6.006 -2.016  -0.79
H1 0.077 -2.492 -5.044  0.37
H2 -0.186 -3.425 -3.588  0.38
H3 1.111 -2.300 -3.673  0.38
H4 -0.513 -1.200 -2.392  -0.47
H5 -1.852 -2.013 -3.298  -0.69
H6 -1.533 -0.382 -5.161  0.36
H7 0.049 0.128 -4.686  0.48
H8 -0.786 1.189 -2.540  -0.21
H9 -2.448 0.795 -3.232  0.10
H10 -3.507 2.030 -5.262  0.56
H11 -2.311 1.349 -6.366  0.45
H12 -1.842 3.531 -7.310  0.40
H13 -2.987 4.309 -6.495  0.53
H14 -4.738 3.100 -7.660  0.35
H15 -3.447 2.025 -8.405  0.35
H16 -2.408 4.126 -9.324  0.37
H17 -3.694 5.128 -8.765  0.33
H18 -4.131 3.970 -9.998  0.38
H19 -0.003 3.846 -5.649  0.89
H20 0.377 2.131 -5.886  0.57
H21 1.309 1.776 -3.796  -0.13
H22 1.071 3.585 -3.310  -0.23
H23 2.764 2.378 -5.555  0.48
H24 3.600 2.831 -4.185  0.39
H25 4.017 4.775 -5.512  0.34
H26 2.492 5.194 -4.627  0.34
H27 2.532 4.529 -6.271  0.41
H28 -3.185 3.701 -3.624  0.57
H29 -1.929 4.802 -4.063  0.75
H30 -0.843 3.402 -1.796  -0.47
H31 -2.552 3.443 -1.325  0.27
H32 -1.535 5.345 -0.314  0.42
H33 -2.530 5.880 -1.581  0.43
H34 0.562 5.689 -1.620  -0.08
H35 -0.351 7.085 -1.863  0.47
H36 -0.435 5.926 -3.103  0.23
C17 1.028 -5.086 -0.429  -1.21
C18 2.456 -4.617 -0.377  -0.38
N1 2.983 -4.352 1.055  0.65
C19 4.378 -3.697 0.994  -1.46
C20 1.980 -3.271 1.690  -0.53
C21 2.684 -2.484 2.877  -1.36
C22 3.092 -5.654 1.827  -0.86
C23 4.237 -6.626 1.462  -0.88
O1 4.123 -7.002 0.149  -0.23
C24 4.953 -8.047 -0.153  -0.87
H37 0.281 -4.494 0.099  0.10
H38 1.008 -6.153 -0.203  0.40
H39 0.629 -5.104 -1.445  0.52
H40 2.701 -3.763 -1.012  0.38
H41 3.136 -5.311 -0.871  0.49
H42 4.831 -3.683 1.982  0.46
H43 4.181 -2.725 0.539  0.55
H44 5.003 -4.117 0.206  0.39
H45 1.281 -4.014 2.072  0.62
H46 1.558 -2.508 1.038  0.33
H47 3.532 -1.874 2.572  0.29
H48 3.117 -3.232 3.542  0.49
H49 1.891 -1.930 3.377  0.11
H50 2.161 -6.213 1.719  0.43
H51 3.024 -5.362 2.875  0.49
H52 4.393 -7.463 2.145  0.59
H53 5.188 -6.112 1.639  0.42
H54 4.884 -8.962 0.439  0.33
H55 5.948 -7.598 -0.098  0.36
H56 4.787 -8.411 -1.167  0.27
C25 4.008 1.554 2.319  -0.57
C26 4.025 3.097 2.565  -0.67
N2 2.819 3.901 1.906  0.85
C27 1.610 3.655 2.819  -1.00
C28 3.233 5.363 1.822  -0.45
C29 3.902 5.945 3.123  -1.25
C30 2.544 3.348 0.516  -0.41
C31 3.618 3.339 -0.537  -0.45
O2 3.819 4.629 -1.015  -0.44
C32 4.777 4.599 -2.091  -0.46
H57 4.880 1.114 2.800  0.49
H58 4.055 1.234 1.277  -0.14
H59 3.075 1.085 2.638  -0.02
H60 4.954 3.378 2.071  0.55
H61 3.985 3.202 3.647  0.54
H62 0.716 3.971 2.286  0.26
H63 1.858 4.138 3.762  0.57
H64 1.610 2.576 2.963  -0.02
H65 2.252 5.822 1.693  0.35
H66 3.807 5.528 0.913  0.41
H67 3.101 5.956 3.863  0.38
H68 4.222 6.978 2.991  0.42
H69 4.780 5.486 3.576  0.29
H70 1.759 4.065 0.263  0.73
H71 2.085 2.364 0.606  -0.08
H72 3.194 2.631 -1.254  0.14
H73 4.407 2.735 -0.081  0.26
H74 5.063 5.598 -2.416  0.33
H75 4.242 4.135 -2.922  -0.21
H76 5.684 4.013 -1.946  0.39
C33 -3.912 -0.907 -1.224  -0.21
C34 -5.073 -1.697 -0.713  -1.20
N3 -4.788 -3.184 -0.284  0.39
C35 -6.117 -4.010 -0.194  -0.84
C36 -3.828 -3.836 -1.298  -0.20
C37 -4.294 -3.790 -2.716  -1.42
C38 -4.071 -3.217 1.121  -0.16
C39 -3.400 -4.570 1.519  -0.57
O3 -4.327 -5.609 1.596  -0.41
C40 -3.887 -6.891 1.092  -0.68
H77 -3.906 -0.990 -2.311  0.20
H78 -2.951 -1.067 -0.740  -0.25
H79 -4.141 0.140 -1.016  0.65
H80 -5.989 -1.521 -1.278  0.38
H81 -5.435 -1.281 0.230  0.56
H82 -5.967 -5.047 -0.486  0.35
H83 -6.945 -3.599 -0.769  0.38
H84 -6.389 -3.999 0.860  0.33
H85 -3.727 -4.884 -1.016  0.37
H86 -2.833 -3.422 -1.137  0.28
H87 -3.973 -4.722 -3.184  0.48
H88 -3.920 -3.007 -3.374  0.25
H89 -5.373 -3.848 -2.868  0.35
H90 -4.796 -2.746 1.785  0.57
H91 -3.335 -2.411 1.076  -0.28
H92 -2.973 -4.466 2.520  0.53
H93 -2.511 -4.792 0.925  0.30
H94 -2.854 -7.099 1.379  0.30
H95 -3.981 -6.980 0.010  0.27
H96 -4.435 -7.634 1.669  0.32
C41 -3.132 -0.621 4.341  -0.86
C42 -1.730 -0.406 4.953  0.27
N4 -1.549 0.729 6.047  0.48
C43 -0.142 0.804 6.609  -0.76
C44 -1.896 2.088 5.385  -0.17
C45 -1.880 3.344 6.407  -1.29
C46 -2.564 0.425 7.181  -0.81
C47 -2.566 -1.003 7.720  -0.75
O4 -1.286 -1.188 8.325  -0.36
C48 -0.831 -2.584 8.308  -0.81
H97 -3.783 -1.132 5.050  0.49
H98 -3.000 -1.266 3.473  -0.12
H99 -3.555 0.301 3.948  0.25
H100 -1.056 -0.092 4.156  -0.46
H101 -1.160 -1.261 5.316  0.54
H102 0.267 -0.194 6.748  0.27
H103 -0.301 1.409 7.499  0.40
H104 0.518 1.307 5.903  0.18
H105 -2.835 1.968 4.845  0.33
H106 -1.315 2.230 4.472  0.20
H107 -2.530 3.273 7.278  0.32
H108 -1.929 4.352 5.995  0.43
H109 -0.868 3.413 6.811  0.39
H110 -3.514 0.617 6.678  0.47
H111 -2.509 1.276 7.857  0.62
H112 -2.729 -1.825 7.022  0.28
H113 -3.396 -1.117 8.420  0.54
H114 -1.351 -2.954 9.193  0.35
H115 0.252 -2.588 8.417  0.26
H116 -1.160 -3.208 7.477  0.34
As1 -0.566 0.420 0.969  1.79
F1 -0.859 -1.349 0.867  -0.53
F2 -1.549 0.756 -0.471  -0.32
F3 -0.141 2.147 1.324  -0.31
F4 0.313 0.101 2.486  -0.70
F5 0.925 0.294 0.060  -0.39
F6 -2.172 0.500 1.812  -0.42
As2 4.895 -0.601 -1.778  2.06
F7 5.425 0.522 -0.393  -0.53
F8 5.282 -2.002 -0.769  -0.54
F9 4.227 -1.706 -3.010  -0.52
F10 4.367 0.830 -2.711  -0.49
F11 6.480 -0.641 -2.459  -0.43
F12 3.230 -0.576 -1.048  -0.47

**2S+1**: 1
**E_tot**: -8428.903703 Ha
**Charge**: +3
**E_HOMO**: -15.103 eV